1.
The ion C11H17N2O with charge +1 at a distorted geometry, computed with wB97M-V/def2-TZVPD.

Net charge: +1
SMILES: CC[N@+](N)(Oc1ccccc1)C1CC1
Energy above the lowest of the compared OMol25 structures with the same formula, charge and spin in eV: 7.361
DFT total energy in eV: -16697.382
Strongest force on any atom in Eh/bohr: 0.088
Orbital gap in eV: 8.9986

Last column: Mulliken charge in e.
CARTESIAN COORDINATES (ANGSTROEM)
C 0.482 2.097 1.257  -1.600
C 0.968 0.705 1.151  -0.398
N 1.026 0.346 -0.238  0.684
N 2.048 1.545 -0.968  -0.498
O -0.160 0.615 -0.938  -0.437
C -1.344 0.078 -0.450  0.806
C -1.628 -1.237 0.004  -0.269
C -2.897 -1.681 0.163  -0.549
C -3.955 -0.760 -0.180  -0.464
C -3.666 0.557 -0.414  -0.561
C -2.317 1.029 -0.573  -0.450
C 1.559 -0.994 -0.660  -0.624
C 3.044 -1.345 -0.685  -0.765
C 2.187 -1.914 0.354  -0.325
H 0.903 2.341 2.243  0.439
H 1.043 2.717 0.686  0.491
H -0.564 2.409 1.489  0.347
H 0.327 0.163 1.785  0.347
H 2.062 0.623 1.560  0.616
H 2.538 0.955 -1.566  0.298
H 1.382 2.187 -1.547  0.338
H -0.713 -1.726 0.457  0.201
H -3.097 -2.744 0.550  0.330
H -5.031 -1.013 -0.320  0.358
H -4.471 1.256 -0.507  0.400
H -2.192 2.094 -0.575  0.442
H 1.060 -1.448 -1.435  0.715
H 3.774 -0.595 -0.476  0.356
H 3.399 -1.761 -1.648  0.251
H 1.939 -2.962 0.059  0.287
H 2.292 -1.537 1.425  0.236



2.
A structure of composition C33H66AsF6O33Rb at a distorted geometry, computed with wB97M-V/def2-TZVPD.

Net charge: 0
Energy above the lowest of the compared OMol25 structures with the same formula, charge and spin in eV: 9.014
DFT total energy in eV: -180653.867
Strongest force on any atom in Eh/bohr: 0.115
Orbital gap in eV: 7.4525

Last column: Mulliken charge in e.
CARTESIAN COORDINATES (ANGSTROEM)
Rb -2.630 6.238 1.729  1.002
As -0.709 0.048 0.330  2.005
F -2.265 -0.624 -0.232  -0.492
F -1.018 1.355 -0.789  -0.489
F 0.890 0.715 0.803  -0.502
F -0.329 -1.323 1.492  -0.518
F 0.136 -0.858 -0.914  -0.476
F -1.601 0.911 1.652  -0.531
C 3.095 9.313 5.273  -0.608
O 3.789 8.109 5.096  -0.305
C 3.252 6.881 5.414  0.789
O 2.043 6.700 5.567  -0.584
O 4.224 6.000 5.601  -0.273
C 3.812 4.727 5.882  -0.641
H 2.371 9.260 6.086  0.317
H 2.530 9.556 4.373  0.245
H 3.844 10.094 5.396  0.228
H 3.207 4.355 5.055  0.305
H 3.305 4.528 6.826  0.288
H 4.705 4.104 5.909  0.239
C 0.663 4.156 -6.774  -0.599
O -0.342 3.761 -7.628  -0.310
C -1.087 4.573 -8.389  0.812
O -1.964 4.191 -9.191  -0.585
O -0.742 5.838 -8.135  -0.321
C -1.451 6.884 -8.753  -0.675
H 0.752 3.364 -6.031  0.273
H 0.604 5.129 -6.286  0.273
H 1.554 4.009 -7.385  0.282
H -0.961 7.147 -9.690  0.286
H -1.286 7.801 -8.186  0.251
H -2.521 6.720 -8.880  0.314
C 0.806 -5.944 -9.779  -0.579
O 0.190 -4.819 -10.346  -0.314
C -0.252 -3.822 -9.491  0.759
O -0.663 -2.772 -9.954  -0.533
O -0.029 -4.139 -8.175  -0.308
C -0.649 -3.312 -7.216  -0.669
H 1.852 -5.739 -9.551  0.251
H 0.739 -6.720 -10.541  0.245
H 0.213 -6.280 -8.929  0.293
H -1.535 -2.784 -7.568  0.323
H 0.023 -2.496 -6.949  0.273
H -0.891 -3.872 -6.313  0.260
C -6.358 -2.045 9.780  -0.651
O -5.801 -1.056 8.954  -0.302
C -4.535 -0.732 8.996  0.814
O -3.661 -1.390 9.539  -0.574
O -4.365 0.353 8.256  -0.304
C -3.059 0.831 7.925  -0.621
H -5.882 -2.131 10.757  0.323
H -6.375 -3.024 9.302  0.261
H -7.397 -1.798 9.995  0.251
H -3.211 1.670 7.246  0.208
H -2.416 0.039 7.542  0.301
H -2.700 1.329 8.827  0.297
C -9.367 1.164 0.766  -0.598
O -10.767 0.907 0.430  -0.320
C -11.292 -0.234 0.840  0.805
O -10.740 -1.153 1.401  -0.551
O -12.546 -0.092 0.490  -0.292
C -13.410 -1.131 0.879  -0.699
H -9.137 2.167 0.408  0.187
H -8.845 0.358 0.251  0.302
H -9.200 1.033 1.835  0.288
H -13.168 -2.189 0.782  0.314
H -14.395 -1.059 0.418  0.261
H -13.453 -1.075 1.967  0.301
C 10.729 -5.308 2.287  -0.617
O 9.404 -5.004 2.862  -0.314
C 8.337 -5.007 2.134  0.846
O 8.321 -5.137 0.879  -0.628
O 7.292 -4.801 2.864  -0.292
C 5.969 -4.606 2.314  -0.666
H 10.674 -6.349 1.970  0.289
H 11.565 -5.284 2.986  0.241
H 10.975 -4.666 1.441  0.281
H 5.840 -5.185 1.400  0.318
H 5.840 -3.570 2.001  0.294
H 5.205 -4.995 2.987  0.248
C 10.879 -1.656 -7.851  -0.665
O 9.890 -1.275 -6.925  -0.260
C 8.654 -1.751 -6.955  0.725
O 7.988 -2.290 -7.842  -0.560
O 8.081 -1.206 -5.841  -0.289
C 6.724 -1.242 -5.581  -0.647
H 11.072 -2.728 -7.902  0.299
H 11.808 -1.090 -7.785  0.258
H 10.513 -1.440 -8.855  0.310
H 6.137 -0.500 -6.123  0.275
H 6.617 -1.039 -4.515  0.249
H 6.288 -2.234 -5.693  0.304
C 3.316 -3.636 7.892  -0.639
O 4.381 -4.364 8.498  -0.277
C 5.460 -3.671 8.950  0.726
O 5.849 -2.523 8.712  -0.552
O 6.201 -4.620 9.636  -0.295
C 7.423 -4.305 10.243  -0.594
H 2.678 -4.331 7.346  0.229
H 3.580 -2.818 7.221  0.312
H 2.768 -3.218 8.736  0.298
H 8.149 -4.078 9.463  0.269
H 7.959 -4.988 10.902  0.252
H 7.228 -3.402 10.822  0.270
C 4.604 6.318 -0.646  -0.621
O 4.415 7.534 -1.336  -0.298
C 3.095 7.977 -1.368  0.824
O 2.214 7.691 -0.558  -0.604
O 2.894 8.746 -2.362  -0.306
C 1.655 9.312 -2.656  -0.556
H 3.706 5.700 -0.673  0.302
H 4.680 6.542 0.418  0.258
H 5.481 5.731 -0.919  0.255
H 1.011 8.448 -2.818  0.263
H 1.645 10.005 -3.498  0.206
H 1.349 9.782 -1.721  0.278
C -8.428 4.110 -7.704  -0.670
O -8.016 2.907 -7.085  -0.332
C -7.563 1.888 -7.795  0.835
O -7.392 1.901 -9.052  -0.594
O -7.202 0.840 -7.033  -0.318
C -7.321 0.771 -5.583  -0.616
H -7.616 4.836 -7.675  0.267
H -9.231 4.561 -7.121  0.260
H -8.952 3.923 -8.641  0.323
H -6.511 1.385 -5.189  0.290
H -7.079 -0.219 -5.197  0.270
H -8.212 1.230 -5.153  0.284
C -2.576 -9.145 6.129  -0.595
O -3.564 -8.125 6.155  -0.291
C -3.850 -7.442 5.014  0.716
O -3.403 -7.741 3.893  -0.553
O -4.691 -6.358 5.312  -0.258
C -5.296 -5.689 4.208  -0.613
H -1.643 -8.673 5.819  0.287
H -2.828 -9.900 5.385  0.280
H -2.402 -9.626 7.092  0.224
H -5.872 -4.853 4.604  0.209
H -5.957 -6.312 3.606  0.291
H -4.529 -5.447 3.472  0.304



3.
A cluster of 11 separate species, C14H50N2O11 in total at a distorted geometry, computed with wB97M-V/def2-TZVPD.

Net charge: 0
SMILES: NC(N)=O.CCO.CCO.CCO.CO.CO.CO.CO.CO.CO.CO
Energy above the lowest of the compared OMol25 structures with the same formula, charge and spin in eV: 1.203
DFT total energy in eV: -40826.060
Strongest force on any atom in Eh/bohr: 0.134
Orbital gap in eV: 9.1367

Last column: Mulliken charge in e.
CARTESIAN COORDINATES (ANGSTROEM)
N 21.780 -14.113 -12.460  -0.136
C 21.092 -15.215 -12.613  0.298
N 20.018 -15.022 -13.318  -0.371
O 21.366 -16.493 -12.030  -0.613
H 22.637 -14.220 -11.965  -0.116
H 21.721 -13.145 -12.771  0.277
H 19.364 -15.856 -13.374  0.358
H 19.910 -14.038 -13.759  0.220
C 18.322 -15.925 -8.768  -1.092
C 18.738 -15.780 -10.238  0.526
O 18.969 -17.065 -10.721  -0.612
H 17.319 -16.471 -8.670  0.374
H 18.173 -14.949 -8.377  0.314
H 19.034 -16.514 -8.103  0.035
H 19.702 -15.161 -10.247  -0.164
H 17.894 -15.316 -10.873  0.254
H 19.735 -16.983 -11.306  0.348
C 23.720 -14.901 -5.270  -1.537
C 22.893 -16.204 -5.258  0.142
O 21.736 -16.054 -5.962  -0.434
H 24.708 -15.156 -4.781  0.323
H 23.355 -14.026 -4.690  0.449
H 23.947 -14.567 -6.294  0.315
H 22.636 -16.514 -4.259  0.383
H 23.478 -16.983 -5.723  0.347
H 21.578 -16.914 -6.384  0.090
C 26.425 -15.093 -7.999  -0.796
C 26.278 -13.589 -7.890  0.082
O 26.162 -13.201 -6.547  -0.582
H 25.516 -15.540 -7.648  0.061
H 27.189 -15.368 -7.309  0.510
H 26.737 -15.457 -8.978  0.270
H 25.319 -13.245 -8.341  -0.307
H 27.061 -13.134 -8.422  0.427
H 25.555 -12.459 -6.440  0.358
C 25.606 -18.664 -8.633  -0.529
O 24.572 -17.926 -8.031  -0.375
H 26.299 -17.938 -9.128  0.143
H 25.198 -19.093 -9.571  0.181
H 26.162 -19.322 -7.923  0.263
H 23.869 -17.616 -8.662  0.224
C 20.463 -13.233 -7.404  -0.855
O 21.599 -13.186 -6.616  -0.620
H 19.765 -13.845 -6.874  0.416
H 20.586 -13.759 -8.346  0.070
H 20.095 -12.283 -7.474  0.519
H 21.891 -14.060 -6.204  0.307
C 24.775 -15.368 -11.408  -0.225
O 24.285 -14.081 -11.019  -0.664
H 25.444 -15.261 -12.231  0.492
H 24.019 -16.143 -11.650  0.014
H 25.373 -15.809 -10.591  -0.140
H 25.032 -13.495 -10.847  0.303
C 22.559 -12.112 -9.530  -0.483
O 21.757 -11.072 -9.084  -0.527
H 23.006 -12.600 -8.710  0.117
H 23.368 -11.764 -10.102  0.452
H 21.916 -12.833 -10.022  0.161
H 21.606 -10.500 -9.816  0.322
C 22.326 -15.671 -8.989  1.628
O 22.610 -16.873 -9.653  0.602
H 22.048 -14.978 -9.685  -0.464
H 23.237 -15.354 -8.472  -0.772
H 21.477 -15.883 -8.370  -0.228
H 22.285 -16.807 -10.559  -0.237
C 22.884 -19.331 -11.641  -0.442
O 23.158 -20.718 -11.428  -0.560
H 23.054 -19.150 -12.655  0.377
H 23.477 -18.662 -11.004  -0.012
H 21.840 -19.128 -11.564  0.251
H 22.639 -20.961 -10.705  0.303
C 21.122 -19.057 -6.022  -0.851
O 21.439 -18.449 -7.219  -0.256
H 20.053 -19.073 -5.868  0.339
H 21.653 -18.612 -5.160  0.234
H 21.551 -20.070 -5.903  0.313
H 21.251 -18.963 -8.009  0.207



4.
An isolated molecule of C16H23N3S, computed with wB97M-V/def2-TZVPD.

Net charge: 0
SMILES: CCCCCCCc1n[nH]c(=S)n1Cc1ccccc1
Energy above the lowest of the compared OMol25 structures with the same formula, charge and spin in eV: 0.290
DFT total energy in eV: -32271.573
Strongest force on any atom in Eh/bohr: 0.019
Orbital gap in eV: 8.6376

Last column: Mulliken charge in e.
CARTESIAN COORDINATES (ANGSTROEM)
C -4.566 -1.503 1.087  -1.200
C -4.943 -0.721 -0.167  -0.449
C -4.714 0.791 -0.033  -0.740
C -3.412 1.285 -0.667  -0.889
C -2.155 0.734 -0.001  -0.152
C -0.890 1.330 -0.614  -1.140
C 0.381 0.785 0.036  -0.246
C 0.616 -0.646 -0.277  0.473
N -0.059 -1.366 -1.115  -0.567
N 0.517 -2.594 -1.092  -0.067
C 1.564 -2.646 -0.234  0.152
S 2.544 -3.918 0.100  -0.427
N 1.620 -1.380 0.303  0.194
C 2.616 -0.941 1.246  -1.366
C 3.587 0.019 0.608  0.603
C 3.754 1.305 1.101  -0.276
C 4.640 2.177 0.491  -0.577
C 5.358 1.772 -0.620  -0.420
C 5.194 0.489 -1.117  -0.696
C 4.314 -0.384 -0.505  -0.134
H -4.748 -2.566 0.938  0.343
H -5.164 -1.172 1.933  0.343
H -3.518 -1.369 1.336  0.279
H -5.999 -0.907 -0.376  0.366
H -4.373 -1.100 -1.018  0.316
H -5.537 1.321 -0.517  0.317
H -4.728 1.067 1.023  0.398
H -3.392 2.377 -0.609  0.372
H -3.403 1.013 -1.724  0.347
H -2.183 0.961 1.068  0.312
H -2.120 -0.347 -0.126  0.146
H -0.904 2.415 -0.498  0.497
H -0.865 1.101 -1.680  0.329
H 0.324 0.904 1.123  0.341
H 1.252 1.353 -0.307  0.299
H 0.173 -3.343 -1.668  0.180
H 2.124 -0.482 2.108  0.407
H 3.139 -1.849 1.572  0.468
H 3.195 1.625 1.969  0.352
H 4.766 3.175 0.885  0.379
H 6.046 2.454 -1.097  0.384
H 5.757 0.168 -1.981  0.386
H 4.194 -1.388 -0.884  0.359